# C6H11N

A cluster of 2 separate species, C6H11N in total (wB97M-V/def2-TZVPD, the OMol25 dataset).

Calculated values
lowest unoccupied orbital energy: -0.055 Ha
gap between HOMO and LUMO: 7.68 eV
highest occupied orbital energy: -9.185 eV

Last column: Mulliken charge in e.
Cartesian coordinates (Å):
C  2.288  -0.488  -0.190  -1.39
C  0.861  -0.090  0.307  0.86
C  0.582  1.391  0.048  -1.38
C  0.087  -1.117  -0.413  -0.79
C  -2.600  -0.313  0.861  -1.04
C  -0.349  -0.777  -1.706  0.50
N  -0.755  -0.630  -2.793  -0.43
H  2.509  -1.542  -0.005  0.40
H  3.007  0.125  0.363  0.40
H  2.404  -0.279  -1.258  0.35
H  0.834  -0.305  1.382  0.35
H  1.300  2.014  0.593  0.41
H  -0.424  1.665  0.383  0.30
H  0.661  1.626  -1.020  0.34
H  -1.836  -1.075  0.661  0.30
H  -3.559  -0.818  0.992  0.33
H  -2.341  0.231  1.774  0.26
H  -2.669  0.382  0.020  0.25

***

# C6H11N

An isolated molecule of C6H11N (wB97M-V/def2-TZVPD, the OMol25 dataset).

Calculated values
lowest unoccupied orbital energy: 0.042 Ha
SMILES string: C=C1C[C@H]1CCN
gap between HOMO and LUMO: 10.39 eV
highest occupied orbital energy: -9.262 eV

Last column: Mulliken charge in e.
Cartesian coordinates (Å):
C  -1.674  0.392  0.511  -0.39
C  -0.640  -0.756  0.607  -0.65
C  0.525  -0.586  -0.412  -0.18
C  1.952  -1.138  -0.224  -0.65
C  1.637  0.294  -0.137  0.29
C  2.053  1.540  0.013  -0.69
H  -2.956  1.126  -0.881  0.21
H  -2.983  -0.551  -0.763  0.21
H  -2.369  0.307  1.364  0.27
H  -1.155  1.367  0.562  0.29
H  -0.198  -0.949  1.616  0.32
H  -1.140  -1.723  0.325  0.27
H  0.136  -0.530  -1.436  0.35
H  2.353  -1.738  0.625  0.24
H  2.430  -1.427  -1.163  0.22
H  3.127  1.723  0.134  0.24
H  1.315  2.375  0.033  0.22
N  -2.414  0.275  -0.775  -0.56

***

# C6H11N

An isolated molecule of C6H11N (wB97M-V/def2-TZVPD, the OMol25 dataset).

Calculated values
lowest unoccupied orbital energy: 0.019 Ha
SMILES string: C=NC(=C)CCC
gap between HOMO and LUMO: 9.64 eV
highest occupied orbital energy: -9.126 eV

Last column: Mulliken charge in e.
Cartesian coordinates (Å):
C  -1.921  -0.769  -0.132  -1.18
C  -1.576  0.707  0.046  -0.38
C  -0.257  1.029  0.772  -0.73
C  0.892  0.159  0.280  0.64
C  1.104  -1.062  0.791  -0.98
C  2.580  0.262  -1.303  -0.33
N  1.506  0.776  -0.866  -0.38
H  -1.943  -1.346  0.799  0.28
H  -1.265  -1.224  -0.868  0.31
H  -2.939  -0.853  -0.540  0.38
H  -2.396  1.244  0.555  0.36
H  -1.607  1.140  -0.966  0.27
H  -0.314  0.942  1.863  0.36
H  -0.063  2.072  0.525  0.30
H  1.498  -1.895  0.226  0.29
H  0.584  -1.357  1.693  0.32
H  3.164  0.839  -2.022  0.27
H  2.954  -0.662  -0.854  0.21

***

# C6H11N

An isolated molecule of C6H11N (wB97M-V/def2-TZVPD, the OMol25 dataset).

Calculated values
lowest unoccupied orbital energy: 0.034 Ha
SMILES string: CCC[C@@H](C)C#N
gap between HOMO and LUMO: 12.27 eV
highest occupied orbital energy: -11.336 eV

Last column: Mulliken charge in e.
Cartesian coordinates (Å):
C  1.773  -1.071  1.583  -1.37
C  0.921  -1.069  0.317  -0.34
C  0.491  0.338  -0.146  -0.80
C  -1.028  0.497  -0.357  0.67
C  -1.387  1.810  -1.063  -1.53
C  -1.575  -0.643  -1.114  0.17
N  -1.997  -1.547  -1.700  -0.48
H  2.031  -2.095  1.874  0.38
H  2.707  -0.516  1.445  0.32
H  1.231  -0.614  2.420  0.34
H  1.467  -1.565  -0.493  0.30
H  0.034  -1.689  0.490  0.31
H  0.788  1.093  0.594  0.38
H  0.998  0.608  -1.080  0.32
H  -1.515  0.471  0.627  0.20
H  -0.984  2.660  -0.503  0.39
H  -0.961  1.829  -2.071  0.35
H  -2.470  1.933  -1.147  0.39

***

# C6H11N

An isolated molecule of C6H11N (wB97M-V/def2-TZVPD, the OMol25 dataset).

Calculated values
lowest unoccupied orbital energy: 0.027 Ha
gap between HOMO and LUMO: 8.36 eV
highest occupied orbital energy: -7.617 eV

Last column: Mulliken charge in e.
Cartesian coordinates (Å):
C  -1.547  1.376  -0.481  -1.15
C  -0.016  1.366  -0.473  -0.68
C  0.581  -0.015  -0.221  0.87
C  2.102  -0.029  -0.099  -1.56
C  -1.004  -2.439  0.991  -0.54
C  0.114  -0.369  1.140  -0.73
N  -0.489  -1.360  1.403  0.17
H  -1.954  0.675  -1.221  0.29
H  -1.919  2.375  -0.729  0.38
H  -1.963  1.102  0.497  0.31
H  0.347  2.023  0.324  0.30
H  0.370  1.736  -1.426  0.38
H  2.403  0.655  0.700  0.35
H  2.464  -1.030  0.168  0.37
H  2.570  0.271  -1.038  0.41
H  -0.344  -3.282  0.920  0.31
H  -2.003  -2.368  0.606  0.30
H  0.287  -0.688  -1.062  0.23

***

# C6H11N

An isolated molecule of C6H11N (wB97M-V/def2-TZVPD, the OMol25 dataset).

Calculated values
lowest unoccupied orbital energy: 0.040 Ha
SMILES string: C=C/C(=C\N)CC
gap between HOMO and LUMO: 9.28 eV
highest occupied orbital energy: -8.196 eV

Last column: Mulliken charge in e.
Cartesian coordinates (Å):
C  -0.291  2.215  -0.479  -1.09
C  -0.252  0.842  -1.150  -0.73
N  2.033  -1.494  0.514  -0.47
C  1.256  -0.971  -0.528  -0.27
C  0.083  -0.351  -0.281  0.32
C  -0.583  -0.541  1.033  -0.44
C  -1.744  -1.219  1.058  -0.70
H  -0.944  2.064  0.380  0.30
H  0.738  2.477  -0.236  0.29
H  -0.665  3.013  -1.112  0.35
H  -1.145  0.645  -1.768  0.37
H  0.434  0.797  -2.004  0.37
H  1.989  -1.046  1.412  0.23
H  2.265  -2.471  0.573  0.19
H  1.779  -0.937  -1.473  0.36
H  -0.320  0.000  1.938  0.41
H  -1.989  -2.150  0.552  0.28
H  -2.644  -0.873  1.572  0.24

***

# C6H11N

An isolated molecule of C6H11N (wB97M-V/def2-TZVPD, the OMol25 dataset).

Calculated values
lowest unoccupied orbital energy: 0.043 Ha
SMILES string: C=CCN/C=C/C
gap between HOMO and LUMO: 9.00 eV
highest occupied orbital energy: -7.838 eV

Last column: Mulliken charge in e.
Cartesian coordinates (Å):
C  3.082  -0.431  -1.173  -1.03
C  1.956  0.021  -0.428  -0.13
C  0.805  0.604  -0.797  0.02
N  -0.121  1.143  0.088  -0.35
C  -1.587  0.690  -0.031  -0.32
C  -2.980  -0.934  1.339  -0.94
C  -1.946  -0.050  1.216  -0.03
H  4.100  -0.670  -0.673  0.28
H  2.719  -1.415  -1.740  0.18
H  3.567  0.264  -1.816  0.32
H  1.868  -0.183  0.716  0.08
H  0.517  0.784  -1.860  0.31
H  0.217  1.141  0.986  0.21
H  -1.778  0.106  -0.943  0.33
H  -2.238  1.560  -0.097  0.25
H  -3.645  -1.354  0.702  0.38
H  -3.180  -1.207  2.373  0.21
H  -1.356  -0.069  2.139  0.22

***

# C6H11N

A cluster of 2 separate species, C6H11N in total (wB97M-V/def2-TZVPD, the OMol25 dataset).

Calculated values
lowest unoccupied orbital energy: 0.036 Ha
SMILES string: C=C(CC)CC#N.[H][H]
gap between HOMO and LUMO: 10.94 eV
highest occupied orbital energy: -9.972 eV

Last column: Mulliken charge in e.
Cartesian coordinates (Å):
C  -2.084  -0.468  -0.438  -1.46
C  -0.902  0.473  -0.266  0.05
C  0.388  -0.180  0.158  0.10
C  1.430  0.809  0.649  -0.64
C  0.651  -1.483  0.172  -0.77
C  0.972  1.180  1.994  0.26
N  0.472  1.364  3.020  -0.44
H  -1.865  -1.248  -1.175  0.34
H  -2.963  0.084  -0.783  0.38
H  -2.333  -0.951  0.511  0.35
H  -1.155  1.255  0.463  0.37
H  -0.702  1.005  -1.209  0.28
H  1.482  1.705  0.015  0.27
H  2.432  0.372  0.693  0.39
H  1.472  0.417  -2.298  0.09
H  1.639  -1.847  0.446  0.28
H  -0.093  -2.229  -0.086  0.24
H  1.270  -0.263  -2.073  -0.08

***

# C6H11N

An isolated molecule of C6H11N (wB97M-V/def2-TZVPD, the OMol25 dataset).

Calculated values
lowest unoccupied orbital energy: 0.036 Ha
SMILES string: CCC[C@@H](C)C#N
gap between HOMO and LUMO: 12.35 eV
highest occupied orbital energy: -11.386 eV

Last column: Mulliken charge in e.
Cartesian coordinates (Å):
C  1.034  -2.113  1.007  -1.18
C  -0.042  -1.026  1.082  -0.42
C  0.367  0.285  0.386  -0.83
C  -0.751  0.904  -0.472  0.55
C  -0.339  2.246  -1.087  -1.53
C  -1.133  -0.041  -1.538  0.15
N  -1.405  -0.798  -2.371  -0.48
H  0.587  -3.108  0.989  0.32
H  1.632  -2.003  0.096  0.33
H  1.719  -2.066  1.856  0.30
H  -0.963  -1.407  0.626  0.36
H  -0.290  -0.819  2.130  0.34
H  0.682  1.036  1.121  0.38
H  1.230  0.109  -0.269  0.32
H  -1.640  1.049  0.156  0.25
H  -0.094  2.958  -0.293  0.40
H  0.545  2.123  -1.720  0.33
H  -1.139  2.671  -1.699  0.39

***

# C6H11N2

A cluster of 2 separate species, C6H11N2 in total (wB97M-V/def2-TZVPD, the OMol25 dataset).

Calculated values
lowest unoccupied orbital energy (spin up / spin down): 0.036 / 0.018 Ha
expectation value of S²: 0.772
2S+1: 2
gap between HOMO and LUMO (spin up / spin down): 7.58 / 8.88 eV
highest occupied orbital energy (spin up / spin down): -6.599 / -8.397 eV

Last column: Löwdin spin population.
Cartesian coordinates (Å):
C  0.393  -1.812  1.758  0.07
C  -0.322  -1.442  0.459  0.50
C  -0.680  -0.104  0.205  0.06
C  -0.598  0.935  1.120  0.18
N  -0.954  2.084  0.430  0.08
C  -1.152  1.806  -0.918  -0.02
C  -1.087  0.425  -1.057  0.05
N  1.875  0.058  -2.038  0.00
H  0.933  -2.742  1.608  0.00
H  1.038  -0.976  2.015  0.01
H  -0.548  -2.155  -0.323  0.03
H  2.169  -0.856  -2.361  0.00
H  -0.538  0.832  2.186  0.01
H  -1.255  2.905  0.915  0.00
H  -1.423  2.599  -1.591  0.00
H  -1.337  -0.096  -1.966  0.00
H  -0.364  -1.924  2.532  0.02
H  2.713  0.437  -1.625  0.00
H  1.138  0.026  -1.347  0.00

***

The records above yield E_tot values of -7886.67838; -7888.27740; -7888.73614; -7890.34027; -7887.16299; -7887.59838; -7887.38841; -7888.72285; -7890.31561; -9378.89137 eV, respectively.
The records above yield energy relative to the best compared isomer or geometry (same formula, charge and spin) values of 88.85; 51.98; 41.40; 4.41; 77.68; 67.64; 72.48; 41.71; 4.98; 0.00 kcal per mole, respectively.